Below is a structure of composition C39H29N5OReS4 in a non-equilibrium geometry, with properties calculated with ωB97M-V/def2-TZVPD.

```
! wB97M-V def2-TZVPD RIJCOSX def2/J DEFGRID3
* xyz 2 2
Re 2.66 1.04 1.55
S 2.73 -1.13 0.55
S 4.84 0.40 2.53
S 0.53 2.03 1.17
S 3.42 3.24 1.89
O -6.85 -3.21 -6.52
N 2.06 0.88 3.52
N 0.18 -0.80 1.98
N -2.61 -2.06 -1.93
N -1.97 -0.39 -3.51
N 1.83 1.62 -0.91
C 4.05 -0.47 3.93
C -0.39 -1.42 -2.06
C -0.23 0.75 0.08
C -3.84 -1.81 -4.06
C 0.63 1.10 -1.16
C -2.05 0.69 -1.43
C -0.60 -1.41 2.81
C 0.87 1.39 3.90
C -3.80 -1.53 -5.42
C 1.29 0.77 6.18
C -5.95 -2.93 -4.40
C 4.70 3.11 3.10
C -1.10 0.02 -2.44
C -1.49 -1.84 -1.18
C -2.74 -1.37 -3.19
C -1.30 -1.65 0.16
C 5.09 4.25 3.78
C 5.33 1.90 3.39
C -4.96 -2.50 -3.56
C 0.88 1.37 -3.52
C 6.73 2.98 5.00
C -0.06 2.03 2.90
C 0.12 0.92 -2.46
C -1.79 -2.12 2.47
C 6.09 4.19 4.74
C 2.11 1.96 -3.25
C 2.48 0.18 5.76
C 2.56 2.04 -1.95
C 0.47 1.35 5.23
C 2.83 0.24 4.43
C -0.08 -0.80 0.58
C -4.78 -1.97 -6.28
C 1.16 -1.25 -0.18
C -6.82 -3.04 -7.93
C 0.97 -1.52 -1.47
C 6.36 1.84 4.31
C -5.87 -2.70 -5.79
C -2.13 -2.22 1.16
C -1.64 1.09 -0.24
H 3.12 -0.33 6.46
H 6.88 0.91 4.50
H -0.39 -1.95 -3.01
H 3.78 -1.45 3.53
H -0.30 -1.37 3.85
H -2.96 -0.97 -5.82
H -2.36 -2.61 3.25
H -2.99 -2.80 0.86
H 1.00 0.75 7.22
H -3.45 -2.43 -1.51
H 4.61 5.20 3.56
H -6.85 -1.98 -8.21
H 4.79 -0.60 4.72
H 1.78 -1.78 -2.13
H 7.52 2.94 5.74
H 2.73 2.34 -4.06
H 3.54 2.45 -1.71
H -2.27 1.64 0.46
H -5.09 -2.68 -2.50
H 0.52 1.25 -4.53
H -0.12 3.10 3.12
H -7.71 -3.53 -8.31
H -5.93 -3.50 -8.37
H -3.04 0.90 -1.80
H -0.49 1.76 5.51
H 6.38 5.08 5.28
H -4.71 -1.75 -7.33
H -1.06 1.61 2.97
H -6.82 -3.45 -4.02
*
```

Results
<S²>: 0.76
Energy above the lowest of the compared OMol25 structures with the same formula, charge and spin: 7.398 eV
Maximum force: 1.507 eV Å⁻¹
LUMO energy (spin up / spin down): -7.44 / -7.10 eV
Molar mass: 898.17 g/mol
Orbital gap (spin up / spin down): 4.682 / 5.016 eV